# 1
The following is a quantum chemistry calculation of a structure of composition C15H8Cl3NO6STi, from the Open Molecules 2025 dataset.

Structure (XYZ):
```
35
Properties=species:S:1:pos:R:3:forces:R:3
Ti 0.074390 0.150060 -0.883835 -0.19 0.38 -0.34
O -0.223388 -3.737704 -2.193945 -0.02 0.01 -0.01
C -0.414843 -2.609287 -1.767823 0.16 -0.12 -0.04
O 0.501772 -1.708946 -1.559368 -0.06 -0.04 0.06
C -1.795641 -2.125863 -1.375496 -0.22 0.12 0.14
C -2.957445 -2.853869 -1.346928 0.04 -0.13 -0.09
C -4.138726 -2.200030 -0.852596 -0.02 0.05 0.03
C -4.070697 -0.913071 -0.385033 -0.01 -0.05 -0.03
C -2.841938 -0.227903 -0.419452 0.09 0.08 0.05
N -1.748418 -0.860709 -0.964081 0.14 0.03 0.08
C -2.514793 1.084648 0.101918 -0.19 0.04 0.06
O -3.321352 1.850934 0.636813 0.06 0.01 -0.03
O -1.213894 1.375851 -0.052615 0.16 -0.24 -0.07
H -2.955352 -3.882870 -1.677283 0.00 0.01 0.00
H -5.083858 -2.730831 -0.826672 0.01 -0.03 -0.01
H -4.939475 -0.410963 0.022267 0.02 0.03 0.00
Cl 0.319488 -0.910594 1.579639 0.04 -0.06 0.00
C 1.870175 -0.417563 2.205882 0.05 0.05 -0.01
C 2.156949 -0.827474 3.495384 -0.07 -0.01 -0.02
C 3.363392 -0.485573 4.079024 0.06 0.00 0.05
C 4.270009 0.267682 3.350805 -0.02 0.01 -0.03
C 3.961114 0.665129 2.062694 -0.11 -0.05 0.03
Cl 5.163659 1.607416 1.228325 0.04 0.03 -0.03
C 2.746008 0.348230 1.412828 0.08 0.01 0.00
S 2.448528 0.858847 -0.218711 -0.18 -0.04 -0.05
H 1.422375 -1.414664 4.030188 0.01 0.00 0.01
H 3.595603 -0.802611 5.087482 0.00 0.00 0.00
H 5.224235 0.555747 3.770927 0.00 0.00 0.01
Cl 0.285898 4.963175 -2.850269 0.01 0.05 -0.01
C 0.236870 3.302687 -2.184321 -0.02 -0.12 -0.06
C 0.049855 2.204738 -3.242948 -0.13 0.16 0.15
O -0.089118 2.469729 -4.422404 0.08 -0.07 -0.05
O 0.029168 1.029647 -2.716189 0.17 -0.12 0.16
H -0.582456 3.246849 -1.470901 0.03 0.02 0.02
H 1.171902 3.139170 -1.653296 0.00 0.00 0.03
```
Forces are in eV/Å.

E_tot ... -100985.055 eV
Expectation value of S² ... 2.02
Total charge ... -2
2S+1 ... 3
LUMO level (spin up / spin down) ... 4.308 / 4.306 eV
Energy relative to the best compared isomer or geometry (same formula, charge and spin) ... 0.0 kcal/mol
E_HOMO (spin up / spin down) ... 0.0186 / -0.1068 Eh
Orbital gap (spin up / spin down) ... 3.8012 / 7.2120 eV

=====

# 2
The following is a quantum chemistry calculation of a structure of composition C15H9AsN4O7RhS2, from the Open Molecules 2025 dataset.

Structure (XYZ):
```
39
Properties=species:S:1:pos:R:3:forces:R:3
Rh -0.393419 -0.075187 -0.672069 -0.26 0.28 0.35
O 3.742008 0.976107 0.667429 -0.26 0.20 -0.04
As 2.244336 0.115127 0.333674 0.71 0.57 0.04
O 0.979499 0.841125 1.131602 -0.36 -0.35 -0.27
O 1.875176 0.202251 -1.291219 -0.51 -0.24 0.08
C 2.875193 -1.651451 0.834941 -0.11 -0.20 -0.16
C 4.171570 -1.774787 1.324706 -0.19 -0.04 -0.07
C 4.720162 -3.035185 1.525166 0.03 -0.09 0.01
C 3.992711 -4.177993 1.225161 0.17 0.10 0.06
C 2.694095 -4.069634 0.753565 -0.12 0.13 0.00
C 2.138514 -2.813423 0.566978 0.11 0.23 0.09
S 0.429890 -2.722065 0.072807 -0.36 -0.50 -0.02
O -0.103667 -4.048826 0.207267 0.12 -0.03 -0.02
O -0.160250 -1.711459 0.970984 0.03 -0.04 -0.13
O 0.390822 -2.178692 -1.304352 -0.07 -0.01 0.21
H 3.580660 1.919302 0.482151 0.12 -0.06 -0.02
H 4.741010 -0.883246 1.537366 0.06 0.01 -0.01
H 5.729821 -3.121293 1.910181 -0.04 0.00 -0.02
H 4.438419 -5.153748 1.370810 -0.03 -0.01 0.00
H 2.084519 -4.937846 0.539756 0.05 0.02 0.03
O -2.044027 0.859110 0.517021 0.16 -0.24 0.12
N -3.243445 0.888276 -0.010543 -0.08 0.13 -0.10
C -4.116107 1.807652 0.470566 0.09 0.03 0.03
C -5.402414 1.875816 0.013368 -0.04 0.03 0.01
C -5.816344 0.982815 -0.976248 0.01 -0.08 -0.06
C -4.916597 0.067854 -1.465743 -0.13 0.03 -0.04
C -3.600362 0.015384 -0.989100 0.17 0.01 0.04
S -2.439211 -1.103387 -1.576597 0.28 -0.10 -0.02
H -3.701721 2.455019 1.228186 0.06 -0.03 -0.02
H -6.068566 2.622462 0.423952 0.05 -0.04 -0.02
H -6.829811 1.010304 -1.357381 0.06 0.01 0.02
H -5.187348 -0.636542 -2.241139 0.00 0.03 0.05
N -0.570085 1.765595 -1.752304 0.37 0.42 -0.19
C -0.100705 2.769634 -1.385463 0.00 0.20 0.11
C 0.459985 3.953310 -0.937469 0.03 -0.08 0.02
C -0.385069 5.035361 -0.568369 0.09 -0.11 0.03
N -1.083658 5.910097 -0.283288 0.08 -0.10 -0.04
C 1.865955 3.999175 -0.729352 -0.36 0.04 -0.14
N 3.008453 4.022979 -0.566995 0.06 -0.11 0.10
```
Forces are in eV/Å.

E_tot ... -121509.105 eV
Expectation value of S² ... 6.02
Total charge ... -1
2S+1 ... 5
LUMO level (spin up / spin down) ... 2.387 / 0.080 eV
Energy relative to the best compared isomer or geometry (same formula, charge and spin) ... 6.6 kcal/mol
E_HOMO (spin up / spin down) ... -0.2024 / -0.2077 Eh
Orbital gap (spin up / spin down) ... 7.8930 / 5.7334 eV

=====

# 3
The following is a quantum chemistry calculation of a structure of composition C15H9F3N3O3RuS4, from the Open Molecules 2025 dataset.

Structure (XYZ):
```
38
Properties=species:S:1:pos:R:3:forces:R:3
Ru 1.533570 -0.316324 0.512496 0.44 -0.02 -1.07
O -0.403456 -0.653731 0.250415 0.04 -0.12 0.36
N -1.248488 0.390711 0.185972 -0.22 -0.02 0.02
C -2.571901 0.109643 0.164730 0.04 -0.09 0.02
C -3.482918 1.118595 0.068758 0.03 0.11 0.00
C -3.021293 2.442540 -0.006944 -0.01 -0.08 0.04
C -1.675265 2.694484 0.018164 -0.01 -0.04 0.01
C -0.759126 1.634332 0.111621 -0.05 0.18 -0.03
S 0.948433 1.827652 0.078232 0.23 -0.15 0.44
H -2.804493 -0.941896 0.236472 0.00 0.00 -0.01
H -4.536043 0.883214 0.059873 -0.01 -0.01 -0.01
H -3.723513 3.261595 -0.077735 -0.01 -0.01 0.00
H -1.283580 3.699843 -0.032864 0.02 0.00 0.00
S 0.252497 -0.967528 7.328884 0.03 0.12 0.05
C 0.789561 -0.625746 5.809960 -0.23 -0.38 -0.05
S 2.172713 -1.416716 5.098431 0.17 0.16 0.00
C 1.896968 -0.570036 3.605776 -0.19 0.05 -0.06
N 0.855077 0.184805 3.614723 0.11 0.10 -0.03
N 0.240096 0.158095 4.845705 0.14 0.02 0.01
C -0.955198 0.925390 4.967888 -0.06 0.06 -0.03
C -1.192241 1.700881 6.091606 0.01 0.03 0.01
C -2.358671 2.447435 6.166384 0.01 -0.01 0.02
C -3.278595 2.425870 5.129803 0.02 -0.01 -0.02
C -3.022799 1.656674 4.003026 -0.01 0.00 -0.01
C -1.862564 0.905325 3.917477 0.01 0.03 0.03
S 2.957972 -0.751176 2.225761 -0.38 0.08 -0.12
H -0.475650 1.722136 6.897598 0.02 -0.03 0.01
H -2.542068 3.052507 7.044034 -0.01 0.00 0.01
H -4.188324 3.007326 5.197866 0.00 0.00 0.00
H -3.732724 1.635181 3.186956 -0.02 0.00 -0.03
H -1.643722 0.308404 3.044591 0.00 -0.07 -0.04
F 5.369765 -2.143260 -1.505414 0.02 0.00 0.05
C 4.252459 -1.737733 -2.120245 0.00 -0.03 -0.01
F 3.795177 -2.743159 -2.861032 -0.03 -0.03 -0.01
F 4.568429 -0.727069 -2.932141 0.00 0.05 -0.01
C 3.210999 -1.295394 -1.076753 0.15 -0.02 0.00
O 2.250022 -2.030467 -0.793009 -0.21 0.08 0.30
O 3.376893 -0.176102 -0.522665 -0.07 0.03 0.17
```
Forces are in eV/Å.

E_tot ... -80388.494 eV
Expectation value of S² ... 0.76
2S+1 ... 2
LUMO level (spin up / spin down) ... -1.176 / -1.362 eV
Energy relative to the best compared isomer or geometry (same formula, charge and spin) ... 3.9 kcal/mol
E_HOMO (spin up / spin down) ... -0.2939 / -0.2955 Eh
Orbital gap (spin up / spin down) ... 6.8210 / 6.6797 eV

=====

# 4
The following is a quantum chemistry calculation of a structure of composition C15H9N5O8S5SbW, from the Open Molecules 2025 dataset.

Structure (XYZ):
```
44
Properties=species:S:1:pos:R:3:forces:R:3
W 9.425105 6.664176 10.242752 0.93 -0.62 0.35
N 5.585511 6.138101 10.409002 -0.57 0.56 0.03
C 6.654193 5.463638 10.840470 -0.80 -1.05 -1.25
S 7.018510 3.890388 10.413298 -0.24 0.19 0.50
N 7.414353 6.305845 11.586725 3.63 1.70 0.91
N 8.657205 5.825750 12.056647 -0.22 1.03 -0.39
C 9.100282 6.200134 13.261721 0.43 0.37 -1.15
C 10.507202 6.180413 13.563180 1.37 0.35 -1.25
C 10.993521 6.269171 14.893101 -1.06 0.02 1.08
C 12.309866 6.173224 15.305212 -0.98 0.40 -0.16
C 13.278199 5.987390 14.317612 0.35 0.01 -0.81
C 12.901426 5.990945 12.984098 -0.22 0.01 -0.52
C 11.558805 6.197593 12.516622 -0.61 -0.40 1.11
O 11.367667 6.465226 11.246351 -1.61 -0.94 0.41
H 4.862758 5.630413 9.911700 0.46 0.28 0.00
H 5.556545 7.185164 10.502756 0.01 -0.98 -0.08
H 8.405465 6.665060 13.994732 0.18 -0.88 -0.52
H 10.224148 6.416694 15.673972 0.43 -0.17 -0.43
H 12.542377 6.316370 16.360632 0.05 -0.23 -0.36
H 14.345109 5.886228 14.579773 -0.68 0.00 -0.20
H 13.622146 5.848863 12.184050 0.08 0.14 0.19
O 11.569413 3.484872 10.010833 -1.65 2.12 -2.15
C 11.033027 4.373217 9.312704 0.30 -0.96 1.82
O 9.707497 4.626142 9.212580 1.96 2.21 1.77
C 11.881856 5.329228 8.493350 -0.83 -0.22 0.39
C 12.853207 4.738580 7.761058 1.34 -0.05 -1.10
C 13.649699 5.513071 6.900822 0.61 -0.72 -0.55
C 13.632237 6.893255 6.749179 -1.25 -0.94 1.27
C 12.671583 7.451128 7.570135 -1.20 0.73 0.85
C 11.704130 6.726749 8.377067 2.64 0.18 -1.07
O 10.854529 7.440850 9.003449 -2.28 -0.72 1.57
N 12.612376 8.939443 7.573879 0.02 1.33 -0.18
O 12.089504 9.631200 8.457273 1.15 -1.81 -1.31
O 13.184149 9.415888 6.586766 -0.48 0.26 0.72
N 14.599558 4.795025 6.068103 0.70 -0.60 -0.27
O 14.615491 3.561960 6.162352 0.35 1.33 -0.51
O 15.336695 5.467929 5.338560 -0.63 -1.10 0.58
H 13.016716 3.657552 7.831798 -0.05 0.59 -0.10
H 14.273965 7.460977 6.086602 -0.17 -0.23 0.26
S 6.043572 9.481549 10.309404 1.08 -0.28 -0.30
Sb 8.223751 9.163337 9.499029 -2.49 3.59 -0.99
S 9.670371 8.922695 11.389393 -0.48 -2.96 -1.20
S 8.130117 7.109001 8.184851 0.86 -0.83 2.62
S 9.194060 10.746883 8.157521 -0.45 -0.67 0.42
```
Forces are in eV/Å.

E_tot ... -102066.640 eV
Total charge ... -1
2S+1 ... 1
LUMO level (spin up / spin down) ... -1.047 / -1.050 eV
Energy relative to the best compared isomer or geometry (same formula, charge and spin) ... 42.8 kcal/mol
E_HOMO (spin up / spin down) ... -0.2037 / -0.2037 Eh
Orbital gap (spin up / spin down) ... 4.4969 / 4.4934 eV

=====

# 5
The following is a quantum chemistry calculation of a structure of composition C16H10BCuF4N6S2, from the Open Molecules 2025 dataset.

Structure (XYZ):
```
40
Properties=species:S:1:pos:R:3:forces:R:3
Cu -0.612086 0.365918 0.178720 -0.32 0.03 0.21
S 4.965806 0.253843 -4.619700 0.14 -0.01 -0.12
N 4.472837 1.436980 -3.648176 -0.01 -0.01 0.01
C 3.427643 0.972513 -2.986318 -0.11 -0.10 0.05
C 2.663470 1.705114 -1.992274 0.04 0.01 -0.01
C 2.949098 3.008132 -1.572631 0.05 -0.02 -0.06
C 2.155297 3.593096 -0.612981 0.01 0.01 0.00
C 1.083447 2.875193 -0.086888 -0.06 0.00 0.03
N 0.807892 1.639311 -0.478840 -0.13 -0.11 -0.04
C 1.583955 1.050775 -1.412932 -0.01 0.06 0.05
C 1.241929 -0.321461 -1.771163 -0.10 -0.04 0.02
N 0.184289 -0.854913 -1.131111 0.32 -0.10 0.00
C -0.175239 -2.107954 -1.372705 0.00 0.06 -0.02
C 0.511369 -2.896402 -2.292602 0.01 -0.02 -0.02
C 1.590591 -2.363454 -2.962155 0.05 0.01 -0.03
C 1.972881 -1.043459 -2.704880 0.04 -0.02 -0.04
C 3.092233 -0.365767 -3.333341 -0.06 0.10 0.10
N 3.890681 -0.883951 -4.249885 0.00 0.01 0.01
H 3.792611 3.528900 -2.007965 -0.02 0.01 0.02
H 2.349212 4.595770 -0.260951 -0.01 -0.01 0.00
H 0.432799 3.301948 0.665516 0.01 -0.03 0.00
H -1.028259 -2.482214 -0.820803 0.04 0.00 0.02
H 0.194303 -3.914670 -2.464497 -0.01 0.01 0.00
H 2.155257 -2.944170 -3.680389 -0.03 -0.01 0.01
F 0.957153 -0.960142 3.421217 -0.12 0.06 0.00
B -0.310265 -0.600557 3.083969 0.06 0.01 -0.01
F -0.510682 -1.000723 1.638832 -0.09 -0.09 -0.09
F -0.509549 0.792069 3.076292 -0.02 -0.12 -0.04
F -1.306687 -1.252704 3.788696 0.05 0.13 -0.05
S -2.656193 1.283401 0.472895 0.15 0.20 -0.03
C -3.289054 0.180648 1.651755 -0.02 -0.19 0.04
N -3.457835 0.644479 2.913259 0.11 0.02 0.03
C -3.971861 -0.102402 3.901649 0.00 0.06 0.07
C -4.389121 -1.368964 3.617644 0.01 -0.10 0.01
C -4.196120 -1.805545 2.310328 0.04 0.09 -0.16
N -3.658884 -1.056943 1.351081 -0.04 0.01 0.08
H -3.083863 1.565420 3.110425 0.01 0.00 0.02
H -4.022331 0.346083 4.883020 0.02 0.03 -0.02
H -4.804231 -2.007447 4.381524 -0.02 0.02 -0.02
H -4.492493 -2.805752 2.016366 0.04 -0.01 0.01
```
Forces are in eV/Å.

E_tot ... -103553.709 eV
Expectation value of S² ... 0.75
Total charge ... +1
2S+1 ... 2
LUMO level (spin up / spin down) ... -3.934 / -5.095 eV
E_HOMO (spin up / spin down) ... -0.4545 / -0.4540 Eh
Orbital gap (spin up / spin down) ... 8.4348 / 7.2593 eV

=====

Number 1: strongest force on any atom 0.54 eV/A. Number 2: strongest force on any atom 0.92 eV/A. Number 3: strongest force on any atom 1.16 eV/A. Number 4: strongest force on any atom 4.48 eV/A. Number 5: strongest force on any atom 0.39 eV/A.